1.
14 unconnected molecules or ions with the total composition C27H59ClFN14O32PS. Source: the Open Molecules 2025 dataset; level of theory: wB97M-V/def2-TZVPD.

The multiplicity is 1. The LUMO energy is -0.6 eV. The calculation puts the total energy at -5536.55853 a.u. For the highest occupied orbital energy, the calculation gives -8.3 eV. Its gap between HOMO and LUMO is 7.649 eV.

Geometry (Å):
O  -4.4079  1.7164  -1.0014
H  -1.5865  1.7463  3.2830
H  -1.6479  -4.7897  -5.7565
N  2.7341  5.6951  -2.1567
H  7.4221  2.7575  -3.0473
H  5.9583  0.8356  3.8504
N  -6.8961  -2.7798  2.5916
N  9.4885  2.4504  -3.1295
C  0.2440  -0.2077  -1.2410
H  -0.9807  -1.0103  6.3494
O  -3.3118  -3.6924  -3.2647
O  6.8896  -0.2200  6.0287
C  11.2177  6.2918  -2.5665
H  3.2898  -1.7760  3.6821
H  3.9830  -2.1900  -1.4467
H  11.1362  5.6863  -1.6651
O  4.5961  0.2402  0.9609
C  -3.9051  -1.2096  0.3184
O  -6.8376  -3.6243  1.6995
H  5.8832  -0.9596  3.7542
O  1.2675  -0.2156  6.0848
H  2.5128  4.6981  -5.4045
H  -8.1005  -3.9492  -2.1410
N  3.6309  -2.1635  2.7794
N  10.0417  7.1998  -2.6043
H  -8.9659  -2.5010  2.6779
C  -8.1573  -2.7204  3.3745
H  5.2403  -2.9956  0.9612
H  1.9786  -1.5041  -1.7192
N  -4.4621  2.5558  -0.1152
O  -3.5782  3.3460  0.1728
H  12.1249  6.8927  -2.5465
H  0.0738  -2.2195  -2.3956
C  -1.6349  0.7372  2.8748
H  -3.4341  -4.7778  -5.6149
S  4.8663  1.6020  -0.0303
H  -0.8332  0.1201  3.2754
O  1.6637  5.8458  -1.5935
H  -8.0694  -1.9364  4.1214
C  6.0002  -3.7233  -0.9936
H  -6.6748  -1.0439  7.7996
O  -6.0122  -1.9869  2.8917
C  -8.4010  -3.9870  -3.1877
O  -0.0952  5.0070  -6.8620
O  -7.4777  -2.8907  6.1644
H  -5.0030  -2.9520  1.3652
C  -0.4450  -1.7393  5.7446
H  -8.2957  -3.6904  3.8488
H  -6.5317  2.8298  -0.0130
C  1.9206  5.5045  -5.8349
C  -5.7175  2.6133  0.6771
H  -0.1947  0.8035  -1.5502
O  1.4505  -0.7208  2.3506
H  -5.6259  3.4002  1.4232
H  5.2190  -0.8435  -1.4167
C  -7.3033  -1.8330  8.2107
Cl  1.7814  1.6382  0.2525
N  -2.4118  -4.2499  -3.8691
O  1.7386  4.4154  -7.8642
H  -0.8956  -1.8260  4.7568
H  -1.6052  0.7487  1.7852
C  -1.9565  -3.3414  -0.7862
H  -6.7026  -2.6405  8.6274
O  -9.3150  -2.3331  7.1784
N  -8.4078  0.8846  -0.1816
C  -8.5097  0.4173  -1.5887
H  -5.8508  1.6432  1.1547
N  -8.1007  -2.3992  7.0918
H  -3.3469  -4.8606  0.3886
H  -7.9844  -1.4330  8.9594
H  1.2432  5.9232  -5.0932
C  8.2278  2.5401  -2.3473
H  -9.2817  -4.6138  -3.3139
H  4.5325  4.9913  -1.3545
O  3.1675  6.3893  -3.0632
C  -3.1617  -3.7733  0.1202
H  0.0154  -0.4730  -0.1421
O  -9.8700  -2.3927  -4.0042
N  1.1191  4.9278  -6.9462
C  -2.7465  -0.7733  -0.6120
P  2.6646  -1.6643  1.5938
H  -7.9955  1.1450  -2.2153
N  0.9552  -1.2737  5.5627
O  -7.8448  -1.7711  -3.5258
C  1.7897  -0.3682  -1.6308
H  -2.6083  0.3315  -0.8935
O  10.2590  8.3998  -2.6071
H  -9.5683  0.3571  -1.8393
H  2.4392  -3.1636  0.0141
H  11.1843  5.6733  -3.4622
H  5.1666  -3.9472  -1.7383
F  6.1185  -4.9243  -0.1691
H  1.9457  -0.0324  2.8506
O  -3.9425  0.7333  2.9049
H  6.6273  -1.9369  0.1748
O  -2.9144  -0.8648  3.9565
H  8.3259  3.3373  -1.6131
C  3.6524  -0.6777  0.2860
O  4.6920  2.8912  0.7165
H  7.1438  -0.0623  2.8503
H  -8.0390  -0.5591  -1.6682
C  6.5334  -0.0844  3.7513
H  -4.5975  -0.3939  0.7297
N  7.4268  -0.1843  4.9346
O  -7.8461  0.1436  0.6161
O  8.9403  6.6742  -2.6299
H  -2.5246  -3.2281  -5.6901
O  9.5377  1.5978  -3.9999
C  -4.1221  -2.6989  0.6711
H  2.0004  0.0485  -2.6896
H  8.0769  1.5811  -1.8566
H  -7.5856  -4.3347  -3.8208
O  6.3247  1.6402  -0.4558
O  1.6935  -1.9860  4.9011
C  3.5915  4.5684  -1.7045
O  10.3813  3.2332  -2.8466
H  6.9802  -3.5622  -1.5500
C  -1.7683  -1.8566  -1.1525
N  -2.9389  0.1521  3.2801
C  -0.5785  -1.3294  -2.1011
H  -1.2365  -4.1398  -1.1618
O  1.8787  -2.9379  0.7902
H  3.7466  3.9101  -2.5591
O  8.6291  -0.2234  4.7283
C  -2.5107  -4.2636  -5.3521
O  -1.4395  -4.7965  -3.3681
H  3.0833  4.0417  -0.8998
H  2.5573  6.2807  -6.2569
O  3.7859  1.2648  -1.3066
C  2.8208  0.3662  -0.6429
H  -0.4067  -2.7047  6.2479
C  4.5912  -1.5220  -0.7243
O  -8.8952  1.9796  0.0744
C  5.6345  -2.4965  0.0160
N  -8.7354  -2.6013  -3.6085
H  -1.0048  -0.8927  -3.0769

Forces on the atoms, in the same order (eV/Å):
O 0.003 0.566 0.326
H -0.103 -0.049 -0.148
H -0.103 0.061 0.152
N -0.256 0.153 0.054
H 0.090 -0.159 0.042
H -0.025 -0.156 0.073
N 0.101 0.260 0.070
N 0.117 0.066 -0.136
C -0.529 -1.246 -1.146
H 0.173 -0.044 -0.115
O 0.511 -0.537 -0.538
O 0.331 0.015 -0.465
C 0.374 -0.002 -0.004
H 0.279 -0.619 -0.764
H 0.593 1.187 1.255
H -0.091 -0.059 -0.215
O -0.778 1.358 -1.510
C 2.346 -1.853 -1.576
O -0.151 0.589 0.766
H -0.058 0.149 0.023
O 0.070 -0.395 -0.451
H 0.046 0.122 -0.167
H 0.130 0.038 -0.149
N -1.231 1.418 -2.341
N -0.084 0.271 0.002
H 0.123 -0.146 -0.024
C -0.265 0.196 0.015
H 0.514 0.962 -1.101
H 0.041 1.894 0.427
N 0.143 0.144 0.042
O -0.200 -0.503 -0.286
H -0.221 0.028 -0.002
H -0.769 1.142 0.481
C 0.307 0.001 0.014
H 0.038 0.177 0.055
S 5.267 3.536 1.709
H -0.178 0.016 -0.096
O 0.474 0.054 -0.402
H 0.086 -0.157 -0.223
C -0.326 -0.188 0.963
H 0.026 -0.190 -0.010
O -0.789 -0.740 -0.278
C -0.106 -0.340 0.056
O 0.535 -0.129 -0.188
O -0.302 0.125 0.595
H 2.190 0.302 -1.709
C -0.206 -0.026 0.108
H -0.011 0.115 -0.127
H 0.099 -0.094 0.060
C -0.069 0.193 0.318
C -0.118 0.128 0.246
H 0.889 -1.364 0.821
O 1.592 -0.761 -2.250
H 0.083 -0.108 -0.157
H -1.305 -0.676 1.268
C 0.010 0.177 0.316
Cl 0.832 -0.884 0.239
N -0.225 0.158 0.300
O -0.351 0.181 0.358
H 0.073 -0.116 0.122
H -0.081 0.050 0.088
C -2.349 2.401 1.709
H 0.026 0.105 -0.159
O 0.554 -0.117 -0.242
N -0.094 -0.015 0.245
C 0.076 -0.282 -0.091
H -0.034 0.068 -0.133
N -0.251 -0.056 -0.037
H 0.419 1.602 -0.463
H 0.017 -0.096 -0.184
H 0.050 -0.076 -0.167
C -0.009 0.128 0.220
H 0.076 0.196 -0.023
H -0.059 -0.049 -0.140
O -0.281 -0.251 0.306
C 0.541 4.024 -0.744
H 0.678 0.717 -1.718
O 0.562 0.121 0.195
N -0.244 -0.078 -0.168
C -0.601 -3.710 1.161
P 0.012 -1.533 4.366
H -0.141 -0.033 0.055
N 0.077 0.076 0.236
O -0.444 -0.326 -0.172
C 0.212 0.187 -0.835
H -0.272 -1.991 0.454
O -0.303 -0.522 -0.007
H 0.108 0.161 -0.008
H -0.541 -0.071 0.470
H -0.098 -0.061 0.212
H 1.047 0.317 0.968
F 0.040 1.751 -1.339
H -0.351 -0.523 -0.344
O 0.390 -0.293 0.297
H -1.730 -0.784 0.269
O -0.243 0.554 -0.317
H 0.057 -0.112 -0.149
C 0.728 1.683 -2.528
O -1.557 -3.897 -1.843
H 0.000 0.005 0.195
H 0.001 0.261 0.137
C -0.066 -0.055 -0.313
H 1.072 -1.581 -0.674
N 0.240 0.019 0.167
O -0.445 0.690 -0.285
O 0.405 0.307 0.016
H -0.146 -0.105 0.064
O 0.113 0.436 0.375
C 2.599 0.896 -1.825
H -0.480 -0.573 1.649
H 0.004 0.115 -0.219
H 0.017 0.123 0.173
O -4.697 -1.855 0.071
O -0.360 0.381 0.545
C -0.010 -0.186 0.241
O -0.187 -0.411 -0.257
H -1.257 -0.343 0.845
C -2.184 -0.552 1.346
N -0.191 -0.194 0.039
C -0.814 -0.362 0.925
H -1.179 1.427 0.562
O 1.634 2.881 0.239
H 0.081 0.155 0.023
O -0.481 -0.005 0.250
C 0.201 -0.068 -0.316
O -0.381 0.125 -0.249
H 0.015 0.192 -0.129
H 0.032 -0.188 0.042
O 1.115 -1.402 2.812
C -2.123 -0.456 -0.314
H 0.047 0.038 -0.178
C 0.253 -1.311 -0.205
O 0.480 -0.792 0.065
C 0.660 -0.662 -1.320
N -0.198 0.087 -0.161
H 0.611 -0.543 1.523

2.
6 unconnected molecules or ions with the total composition C27H60NO20P2S5. Source: the Open Molecules 2025 dataset; level of theory: wB97M-V/def2-TZVPD.

The multiplicity is 1. The LUMO energy is -4.2 eV. The total charge is +1. The calculation puts the total energy at -5297.75939 a.u. For the highest occupied orbital energy, the calculation gives -10.6 eV. Its gap between HOMO and LUMO is 6.433 eV.

Geometry (Å):
H  1.9517  -5.6336  6.5763
H  -3.9188  2.9645  -8.4754
H  6.1122  -4.0647  9.9792
C  5.0962  -4.7828  2.3481
H  -4.6655  1.4702  2.8253
H  3.8679  -5.1738  4.0624
H  -0.8080  -3.7037  1.3065
O  -2.7849  2.7071  -4.3783
H  -3.5530  10.3977  2.6007
C  -0.6875  -1.2525  0.1249
H  -0.4154  -0.6986  -6.7206
H  5.0856  -4.2195  1.4244
C  3.7332  -4.8461  3.0337
C  -3.3316  9.5623  3.2615
O  1.6645  -3.1304  1.8416
C  -0.2069  2.8250  -4.0747
H  1.2492  -1.3476  -12.9722
C  5.5658  -6.1260  9.6669
C  0.8791  -1.5464  -8.2197
H  -3.0157  3.0663  3.8267
H  -1.1667  -1.2837  2.2190
O  -3.6417  6.6133  3.2106
C  6.5336  -4.9676  9.5380
S  -3.2931  2.7683  0.7999
O  4.5209  -4.5376  7.0703
C  -0.4329  -0.9240  -7.7843
C  4.1405  -1.9686  2.8214
H  -4.2782  9.0775  3.5039
O  1.0886  -1.0624  2.4237
O  3.4145  -3.4774  -0.2439
H  -0.7444  7.0743  1.2876
S  0.9417  -0.8863  -10.7181
S  4.0380  -5.7800  7.5934
H  -3.8252  -3.0426  2.5288
H  7.4694  -5.2073  10.0424
H  -1.2635  -1.5990  -7.9923
C  -1.8844  -3.7812  1.4242
H  -2.9213  -2.4977  0.1057
H  -2.2159  -0.6340  -1.2563
C  -1.6338  6.5016  1.5390
O  -1.2933  2.9836  -6.3180
N  -0.3958  -0.8972  -2.2109
C  1.1932  -1.9232  1.6109
H  2.6755  -3.2549  -2.7420
H  4.9530  -2.1789  3.5095
H  2.1912  -2.4550  -11.9343
H  5.4179  -6.3757  10.7149
O  -1.3677  7.1506  4.0452
O  3.3219  -2.5437  -2.6142
H  -4.0531  2.6819  -6.7387
H  -3.4492  4.2268  -7.3198
P  2.8472  -3.2178  3.1647
C  -4.0862  3.2385  3.9378
H  -4.3914  2.8607  4.9134
H  3.7149  -1.0042  3.0718
O  0.8420  -2.0024  -9.5836
O  2.1010  -0.0884  -10.4646
C  -2.6255  10.0565  4.5077
C  0.8941  -1.2522  -2.1347
H  -3.2263  10.8235  4.9965
H  -2.8568  3.2332  -1.4244
O  4.4757  -7.0254  7.0410
C  1.2333  -1.9629  -12.0756
H  1.9553  -4.8807  8.1932
O  -2.5129  8.6647  2.4785
C  -2.6001  -2.4607  1.1540
S  -2.3397  7.1737  2.9986
O  -3.1264  1.3403  0.7557
H  -2.4620  9.2478  5.2183
H  5.9421  -7.0199  9.1681
O  -2.2426  3.5936  1.3143
C  0.6695  -1.6123  0.2313
S  -1.5892  2.2161  -4.9824
H  1.7123  -0.8536  -8.0865
H  -0.2938  2.4497  -3.0560
H  -1.6509  10.4738  4.2561
C  -1.6692  -1.2278  1.2641
C  1.4682  -1.6301  -0.9310
C  -1.1802  -0.9076  -1.1296
C  -2.0342  2.6139  -7.5173
H  -2.0189  1.5324  -7.6373
H  5.8367  -4.3498  3.0127
H  -4.0391  4.3831  -0.7454
H  1.9094  -6.6657  8.0342
H  -2.2082  -4.5608  0.7424
H  -2.2715  -0.3312  1.1719
H  -4.2491  4.3142  3.9035
H  4.4979  -1.9895  1.7967
H  3.0494  -5.5290  2.5316
H  5.4518  -5.7880  2.1339
H  6.7555  -4.7498  8.4943
O  -3.7345  -2.2732  1.9617
C  2.2791  -5.7373  7.6085
O  -1.4215  0.7967  -5.1895
C  -3.7407  3.3398  -0.7986
H  1.0936  -2.4303  -7.6212
H  2.5449  -3.8940  -0.1536
O  4.2476  -5.8070  9.1626
H  -0.7761  -0.6116  -3.1087
H  -4.5491  2.7229  -1.1803
C  -3.4481  3.1543  -7.5118
H  -0.2410  3.9108  -4.0758
O  -4.6412  3.1084  1.5316
H  0.4236  -2.6853  -12.1291
H  0.7076  2.4630  -4.5375
C  -4.8743  2.5405  2.8504
H  -2.3681  6.5502  0.7398
H  -1.4700  3.0412  -8.3422
H  1.4697  -1.2258  -3.0454
H  -1.3711  5.4678  1.7452
O  -0.3379  -0.2663  -10.8694
P  3.2829  -2.0663  -1.0455
H  -5.9409  2.6600  3.0232
H  -2.0541  -4.1333  2.4395
H  -0.6200  0.0014  -8.3245

Forces on the atoms, in the same order (eV/Å):
H 0.050 0.009 -0.020
H 0.074 0.000 -0.047
H 0.021 -0.023 0.075
C 0.092 -0.487 0.117
H 0.060 0.011 -0.184
H -0.289 0.029 0.134
H 0.172 0.047 -0.009
O -0.300 -0.234 0.177
H 0.103 -0.106 -0.172
C 0.080 0.254 0.077
H 0.048 -0.036 0.033
H -0.040 0.028 -0.171
C 0.035 0.825 -1.183
C -0.260 0.367 0.357
O 1.318 -0.472 -1.132
C 0.072 -0.053 -0.003
H -0.007 0.055 0.028
C 0.563 -0.068 0.203
C -0.066 0.193 0.485
H -0.005 -0.038 0.026
H 0.048 0.335 0.182
O -0.055 -0.085 0.174
C -0.107 0.114 -0.221
S -0.669 0.644 -0.055
O 0.171 -0.092 -0.280
C -0.010 -0.038 -0.211
C -0.757 -0.268 -0.664
H 0.065 -0.140 -0.044
O 0.344 1.102 0.758
O -0.841 0.315 -0.287
H -0.029 0.068 0.043
S 0.016 -0.351 -0.061
S -0.501 0.030 0.418
H -0.150 0.027 0.097
H -0.034 -0.046 0.054
H 0.010 -0.029 0.043
C 0.074 -0.066 0.009
H -0.278 0.050 -0.044
H -0.077 0.127 -0.097
C 0.184 0.091 -0.090
O -0.001 -0.174 0.017
N 0.180 -0.061 0.256
C -0.331 -0.153 -0.082
H 0.231 -0.153 -0.398
H 0.094 -0.130 0.107
H 0.005 0.009 0.018
H -0.231 0.018 -0.026
O -0.059 -0.160 0.161
O -0.534 0.028 0.390
H -0.005 -0.029 -0.027
H 0.015 0.019 -0.091
P -0.516 -0.125 2.660
C 0.212 0.122 -0.192
H -0.071 -0.036 -0.031
H 0.040 0.214 -0.044
O 0.037 -0.100 -0.086
O -0.027 0.191 0.047
C 0.142 -0.209 0.051
C 0.194 0.045 0.221
H -0.030 0.027 -0.068
H -0.016 0.012 -0.045
O 0.247 0.084 -0.209
C 0.025 -0.077 -0.016
H 0.018 0.017 -0.007
O 0.032 -0.056 -0.105
C 0.324 0.026 -0.651
S 0.121 0.252 -0.350
O 0.159 0.110 -0.079
H -0.026 0.000 0.003
H -0.122 0.014 -0.112
O 0.169 -0.553 -0.086
C -0.507 -0.330 -0.810
S 0.680 0.384 -0.085
H 0.010 0.008 -0.148
H -0.047 0.013 0.004
H -0.031 0.069 -0.022
C -0.097 -0.945 -0.138
C -0.250 -0.619 -0.094
C -0.043 -0.027 0.400
C -0.451 -0.032 -0.563
H 0.062 -0.038 0.182
H 0.067 0.182 0.070
H 0.016 0.002 0.083
H 0.016 -0.007 0.008
H -0.200 -0.127 -0.016
H 0.052 -0.023 0.279
H -0.050 0.020 0.034
H 0.253 0.119 -0.092
H -0.032 -0.230 0.042
H 0.022 -0.115 -0.098
H 0.017 -0.026 0.000
O 0.042 0.049 0.085
C -0.074 -0.011 0.045
O -0.186 0.002 0.368
C 0.025 -0.062 -0.131
H 0.015 -0.131 -0.198
H 0.213 -0.387 0.330
O -0.050 0.018 -0.023
H -0.112 0.059 -0.136
H -0.014 0.004 0.001
C -0.023 0.020 0.329
H -0.011 0.010 0.002
O 0.076 -0.102 -0.095
H -0.022 0.018 0.011
H -0.002 0.035 -0.031
C -0.083 -0.221 0.687
H -0.022 0.011 0.013
H 0.196 0.063 0.167
H -0.051 0.049 -0.149
H -0.065 0.132 0.084
O 0.000 0.183 -0.016
P 1.249 0.554 -0.055
H -0.027 0.101 -0.239
H 0.002 0.050 0.190
H 0.032 0.014 -0.012